{"formula": "C42H48N4O20S", "method": "ωB97M-V with the def2-TZVPD basis set", "species": ["H", "O", "H", "H", "H", "O", "N", "O", "O", "O", "O", "N", "H", "H", "H", "H", "H", "H", "H", "O", "C", "C", "H", "C", "H", "H", "C", "H", "C", "C", "C", "C", "C", "O", "C", "H", "C", "H", "H", "H", "H", "C", "H", "C", "O", "H", "O", "H", "H", "C", "H", "H", "C", "C", "O", "H", "O", "C", "C", "C", "C", "O", "O", "C", "O", "C", "H", "C", "C", "C", "H", "H", "O", "H", "H", "C", "H", "H", "O", "H", "C", "O", "C", "H", "C", "H", "C", "C", "C", "H", "C", "H", "H", "C", "H", "N", "H", "C", "H", "C", "C", "C", "C", "N", "C", "H", "C", "H", "H", "C", "O", "O", "S", "H", "H"], "xyz": [[0.3312, -4.8520, -2.4381], [0.4781, -0.9323, 1.2886], [6.1716, -2.9994, 3.9034], [2.1987, 6.3679, -2.7808], [-2.9090, 1.7937, 4.6726], [-2.7758, -3.7687, 1.5126], [-0.0961, 5.6211, 1.6183], [0.6216, 4.8555, 1.0451], [0.2694, -1.2521, -1.2716], [3.6882, -3.3095, -2.0869], [-1.8650, -0.8325, 0.1174], [2.9205, 4.0293, -1.4079], [-2.6735, 0.3187, 3.7614], [-4.7065, 1.7331, 2.9280], [-3.6634, 3.9346, 3.2377], [-3.1268, -1.5396, 3.2665], [0.3452, 6.5703, -0.8579], [6.5728, -0.6059, -0.8676], [-0.8056, -4.9758, -4.6501], [-2.4714, -4.2549, 3.7060], [3.9687, 6.7541, -3.7944], [5.1898, -3.1628, 3.4842], [4.7075, 1.0212, -2.1589], [-1.5766, -4.7383, -1.4235], [-1.2112, -4.8682, -0.4047], [1.6100, 0.2662, 2.4674], [1.2545, 1.0212, 0.5399], [3.2266, -0.6814, -3.0619], [-3.0157, 7.8501, 0.5744], [-2.1404, -6.0173, -1.8907], [-2.4815, -3.4481, 2.6280], [-1.5346, 2.2155, 3.2229], [3.6512, -3.1709, 1.6567], [-0.0662, 0.8800, 0.1374], [4.1907, -2.1568, -1.9910], [-3.9859, 8.1236, 0.9623], [1.5533, -0.1331, 1.4548], [-3.7743, -1.1243, -3.9238], [-2.5775, 6.6551, 2.3155], [-3.5386, 1.2573, 1.5833], [-5.1560, -3.1992, -0.5461], [5.0808, 4.4925, -2.5985], [1.9187, 1.0855, -0.3220], [-1.9969, -3.5791, 4.9161], [5.4381, -2.0641, -1.7459], [-3.8260, 3.6495, 1.4636], [-7.1870, -4.1990, -5.8205], [2.6643, -0.7019, -1.4004], [6.9200, 5.0978, -3.5885], [-5.8897, -3.9732, -2.4792], [1.2617, 1.9869, 1.0453], [-2.4015, -4.0265, -1.3914], [3.2142, 6.0160, -2.8870], [-3.6908, 1.7682, 2.5341], [0.9191, -5.2240, 3.8540], [-2.2095, -4.1193, -3.9915], [-1.9991, -6.0475, -3.2785], [-4.3419, -1.9411, -3.5030], [-3.3540, 3.3229, 2.3902], [-1.4073, 7.7857, -1.1826], [4.9247, -2.9324, 2.1539], [-0.3019, 1.9738, 3.4062], [-0.3230, 5.6345, 2.8475], [4.6402, 0.1173, -1.5535], [-7.4085, -5.5587, -4.2030], [5.2707, 6.4390, -4.1452], [4.5159, -4.1886, 5.2844], [3.7730, 4.8840, -2.2850], [4.2924, -3.8757, 4.2752], [-1.4573, -4.8797, -3.7817], [-0.2809, -2.4285, 4.2891], [3.5605, 7.6149, -4.3031], [-1.9409, 3.3082, 2.5419], [5.8071, 7.1457, -4.7610], [1.7152, -3.8742, 2.0117], [-1.3632, -2.3217, 4.3622], [6.4879, -0.4703, -2.6375], [-2.8359, -3.4324, 5.5962], [-2.6533, -6.8981, -1.1498], [5.5800, 3.5829, -2.2989], [2.9912, -4.2299, 3.7350], [2.2123, -5.2939, 5.6188], [-0.6560, -4.4219, -2.6072], [-6.5272, -4.7144, -2.0203], [-2.2015, -2.0842, 3.0788], [-0.4989, -3.3483, -2.7110], [-2.7312, 1.4034, 3.6705], [-4.3757, -2.1056, -2.1662], [-1.0010, 6.5443, 0.8385], [-5.0578, -2.6675, -5.4742], [-2.6059, 8.2839, -0.6359], [-1.1496, 8.0349, -2.2014], [4.4566, 0.4431, -0.5297], [5.8787, 5.3369, -3.4309], [-1.2295, -4.2462, 5.3086], [1.9557, -5.0004, 4.4687], [-3.8800, -1.4261, -1.4887], [-5.1333, -3.1455, -1.6245], [-1.4726, -1.4651, 5.0273], [-0.5781, 6.9269, -0.4259], [-5.1256, -2.7420, -4.3989], [-2.2283, 7.0376, 1.3678], [2.7150, -3.8050, 2.4141], [-6.8078, -4.6359, -4.7020], [-5.9051, -3.7564, -3.8642], [2.4682, -0.6366, 1.1426], [3.5524, -0.7852, -2.0270], [-3.1375, 9.0124, -1.2301], [3.3402, -2.9952, 0.6374], [5.9239, -0.7132, -1.7369], [1.7037, 4.1382, -1.3849], [3.5564, 3.3066, -0.6664], [-0.4371, -0.6865, -0.0911], [5.6875, -2.5247, 1.5070], [-1.6151, -1.4544, 2.4098]], "forces_ev_per_angstrom": [[-0.087, -0.401, -0.486], [-3.614, -4.379, -0.341], [0.070, 0.278, -0.064], [-0.116, -0.483, 0.590], [-0.884, 0.198, -0.057], [0.015, -0.716, -0.029], [-2.771, 0.439, 2.450], [0.603, 0.135, -0.335], [-2.015, 1.230, 3.047], [0.810, 3.804, 0.053], [2.529, -0.144, -0.253], [0.067, 0.572, 0.550], [0.952, 0.324, -0.003], [-0.268, -0.482, -0.612], [-0.821, -0.154, -0.097], [-0.168, -0.297, 0.216], [0.038, -0.221, 0.167], [0.150, -0.128, -0.174], [-0.373, -0.741, -0.139], [-0.159, -0.684, 0.055], [0.267, -0.021, -0.462], [0.131, -1.303, 0.667], [-0.050, 0.122, 0.118], [0.195, 0.203, -0.285], [0.310, 0.240, -0.271], [-0.094, -0.585, 0.197], [1.128, 2.135, -0.389], [-0.004, 0.456, -0.061], [-0.717, -0.266, 1.821], [-1.834, -2.741, 1.931], [-0.715, 0.006, -0.143], [4.995, -1.376, 0.268], [0.584, -0.214, -0.526], [-2.405, -0.602, -2.084], [-4.034, -4.371, 0.126], [-0.044, 0.242, 0.050], [1.632, 1.530, -0.235], [0.128, -0.016, -0.159], [0.096, 0.174, 0.106], [0.073, -0.156, 0.302], [-0.194, -0.561, 0.018], [0.955, 1.417, -0.940], [-0.011, -0.055, -0.089], [0.542, -0.634, -1.105], [3.747, 0.336, 0.149], [1.087, 0.572, -0.222], [2.000, -0.266, 1.564], [-0.041, -0.467, -0.223], [-0.014, -0.153, -0.067], [0.077, 0.433, 0.861], [0.246, -0.065, 0.025], [-0.096, 0.140, 0.111], [0.281, -0.021, -0.430], [-1.114, 2.681, 2.043], [0.580, -0.120, 0.890], [-0.393, -0.138, -0.164], [-1.888, -2.987, 0.710], [-0.833, -0.087, -2.848], [-0.767, -2.364, 0.772], [-0.077, -0.313, 1.015], [-0.308, 0.632, -0.478], [-4.584, 0.976, -0.655], [0.938, 0.129, -1.833], [0.762, 1.164, -0.665], [1.223, -0.333, 0.793], [0.664, -1.428, 2.580], [0.132, 0.090, 0.036], [-0.486, 0.213, -1.081], [-2.669, -0.740, -0.451], [1.272, 1.102, 0.748], [-0.109, -0.183, -0.857], [-0.449, 0.049, 0.203], [1.028, -0.084, -0.725], [0.280, -0.383, -0.215], [-0.051, -0.494, 0.049], [-0.977, 1.226, 0.806], [-0.179, -0.283, -0.112], [0.056, -0.026, -0.071], [1.787, 2.754, -3.744], [-0.459, -0.013, 0.616], [2.161, 1.260, -1.029], [-0.391, -0.234, -0.207], [0.846, 2.446, 1.380], [0.028, -0.223, -0.239], [2.293, 1.571, 0.890], [0.236, 0.127, 0.233], [0.400, -0.189, -1.167], [-0.544, -0.622, 1.390], [-0.134, 0.728, -0.070], [-0.065, 0.384, -0.019], [1.742, 0.011, -2.179], [0.219, 0.160, 0.044], [0.268, -0.170, 0.064], [-1.921, 0.615, -0.804], [-0.351, -0.027, 0.376], [0.397, 0.902, -0.607], [0.293, -0.005, -0.080], [-0.481, -0.014, -1.001], [-0.124, -0.031, 0.251], [-0.933, 0.514, -0.619], [0.645, -0.249, 0.686], [1.469, -1.537, -0.480], [-1.204, -0.442, 1.878], [-2.670, 1.880, -1.669], [0.507, -0.370, 0.750], [0.134, -0.084, 0.284], [-0.866, -0.879, -0.343], [-0.407, -0.136, 0.077], [0.417, 0.306, -0.230], [-0.570, 0.409, 1.111], [1.036, 0.098, -0.716], [-0.037, -0.566, 0.031], [2.316, 1.345, -0.170], [0.067, 0.120, -0.019], [-0.335, -0.424, -0.318]], "mulliken_charge": [0.253, -0.025, 0.373, 0.386, 0.358, -0.461, 1.004, -0.517, -0.517, -0.675, -0.315, 1.083, -0.600, 0.433, 0.379, 0.316, 0.347, 0.345, 0.367, -0.419, -0.463, -0.638, -0.022, 0.516, 0.237, 0.384, -0.231, 0.390, -0.556, 0.437, 0.081, 0.489, -0.390, -0.345, 0.551, 0.365, 0.312, 0.383, 0.469, 0.234, 0.351, -0.321, -0.172, -0.511, -0.355, 0.360, -0.548, -0.819, 0.378, -0.260, 0.354, -0.400, -0.280, -0.547, -0.577, 0.032, -0.376, -0.411, -0.631, -0.288, -0.260, -0.695, -0.569, 0.010, -0.544, -0.552, 0.459, 0.454, -0.430, -0.116, 0.070, 0.349, -0.100, 0.370, 0.629, -0.281, 0.287, 0.275, -0.648, 0.348, -0.326, -0.603, -0.396, 0.431, 0.811, 0.110, 0.193, -0.384, 0.299, 0.447, -0.490, 0.372, 0.290, -0.651, 0.325, 1.084, 0.422, -0.347, 0.385, -0.426, -0.503, -0.424, -0.298, 0.864, 0.069, -0.235, 0.639, 0.390, 0.501, -0.607, -0.518, -0.557, 0.817, 0.429, -0.465], "homo_lumo_gap_ha": 0.305, "fmax_ha_per_bohr": 0.1157, "total_charge": 0, "e_above_lowest_kj_mol": 0.00, "energy_ha": -3750.746681, "homo_ev": -9.34, "molar_mass_g_mol": 960.92, "e_lumo_ev": -1.04, "smiles": "O=[N+]([O-])c1ccccc1.O=[N+]([O-])c1ccccc1.O=[N+]([O-])c1ccccc1.O=[N+]([O-])c1ccccc1.O=S1(=O)OCCO1.O=C1CCCO1.O=C1CCCO1.O=C1CCCO1.O=C1CCCO1"}

***

{"formula": "C28H29N5O5", "method": "ωB97M-V with the def2-TZVPD basis set", "species": ["C", "H", "H", "C", "C", "H", "H", "H", "C", "H", "C", "H", "O", "H", "C", "H", "C", "C", "C", "H", "H", "C", "N", "C", "H", "H", "H", "C", "O", "H", "N", "C", "H", "C", "H", "C", "H", "H", "H", "C", "H", "O", "C", "O", "C", "C", "H", "C", "N", "C", "C", "H", "C", "C", "C", "H", "C", "H", "H", "N", "C", "O", "H", "H", "C", "N", "H"], "xyz": [[-0.1704, -1.9462, 0.9160], [0.9933, -1.3807, 6.2970], [1.0857, 3.2915, -1.4119], [0.8539, 3.0600, -2.4485], [-4.5663, 1.5599, -1.6827], [3.1847, -2.2755, -1.9932], [2.8589, -0.8144, 4.8130], [-6.1978, 2.7599, -0.9904], [1.2320, 1.4694, -4.2399], [-0.2005, -2.5773, 5.7130], [-3.5186, 1.4562, -2.5811], [-5.7967, 4.5624, -2.6264], [-2.3824, 2.0899, -5.6686], [-3.9358, 4.3740, -4.2370], [0.8431, -2.2712, 5.6718], [0.8183, 0.4549, -4.2575], [-1.8428, -1.2293, 2.4994], [2.0220, -0.0677, 0.2695], [2.5071, -1.2714, -0.2277], [-0.1551, 1.9848, -5.8138], [-2.8924, 0.5755, -2.5787], [0.3603, -1.8869, 3.2828], [2.7525, -2.3858, 0.5960], [-0.6603, 2.9262, -2.6313], [2.1542, 1.4829, -4.8346], [-1.1640, 3.8654, -2.3718], [-1.0318, 2.1419, -1.9616], [2.4505, -0.3286, -2.4419], [-1.8455, -1.1027, -1.0210], [3.4886, -3.0105, 0.2873], [1.2420, -2.0011, 4.3083], [3.4670, -2.8771, 4.8062], [3.3057, -3.7748, 4.1950], [0.7282, -2.1626, 1.9399], [1.2838, 1.8586, -0.1392], [-2.1812, 2.3546, -4.4985], [1.4861, -3.6057, 7.2614], [2.9536, -1.5278, 3.1883], [0.6631, 3.3861, -5.1048], [-3.2822, 2.4777, -3.4938], [-2.8367, -0.8543, 2.6891], [2.3189, -3.9116, 2.1765], [1.7109, -3.4215, 6.2096], [-3.4686, -0.8458, 0.3701], [1.6908, 0.9648, -0.5828], [2.6578, -1.7178, 4.2173], [-1.2788, -1.2503, 4.5336], [1.9970, -2.8830, 1.6073], [-0.9328, 2.5733, -4.0120], [-5.3811, 2.6799, -1.6931], [-0.9639, -1.4587, 3.5241], [-4.7399, 0.7648, -0.9733], [-4.1111, 3.5917, -3.5124], [-5.1556, 3.6928, -2.6098], [0.2130, 2.4126, -4.8783], [1.2347, 3.8870, -3.0559], [1.8564, 0.8527, -1.9696], [0.0869, -2.1820, -0.1055], [4.5291, -2.6305, 4.8316], [-2.3090, -1.1186, 0.1088], [2.7571, -1.3678, -1.5922], [3.0795, -3.1129, 6.1422], [1.5005, -4.3279, 5.6224], [2.6779, -0.4404, -3.4886], [-1.4399, -1.4399, 1.1794], [1.5177, 1.8464, -2.8594], [1.8783, 0.0624, 1.3315]], "forces_ev_per_angstrom": [[-0.507, 0.179, -0.032], [-0.086, -0.041, 0.019], [-0.018, 0.048, -0.102], [-0.285, 0.080, 0.065], [-0.048, -0.063, 0.087], [0.020, -0.114, -0.059], [0.039, -0.030, -0.110], [-0.061, 0.004, 0.053], [0.092, 0.008, -0.262], [0.020, 0.039, 0.006], [0.067, 0.056, -0.117], [-0.043, 0.060, -0.002], [-0.231, -0.040, -0.225], [-0.002, 0.066, -0.075], [0.138, -0.290, 0.276], [0.048, 0.046, -0.035], [-0.073, -0.011, -0.420], [0.257, -0.138, -0.101], [-0.007, 0.466, -0.284], [0.160, 0.097, 0.122], [0.063, -0.090, 0.048], [-0.150, 0.106, -0.401], [0.488, -0.209, -0.168], [0.051, 0.201, 0.546], [-0.103, -0.109, -0.067], [0.066, -0.096, 0.061], [0.069, 0.148, 0.013], [-0.066, 0.146, -0.075], [-0.024, -0.062, -0.092], [-0.122, 0.018, 0.190], [0.030, -0.162, 0.149], [0.069, 0.129, -0.383], [0.059, 0.148, 0.109], [-0.212, -0.124, 0.321], [-0.038, 0.086, 0.001], [0.081, 0.072, 0.042], [-0.056, -0.011, -0.067], [0.038, 0.078, 0.074], [-0.033, -0.103, -0.044], [-0.325, -0.080, -0.004], [-0.030, 0.021, 0.039], [-0.030, -0.006, 0.040], [-0.376, 0.108, 0.056], [-0.113, -0.009, 0.008], [-0.099, 0.131, -0.042], [0.399, -0.233, 0.071], [-0.004, 0.049, 0.077], [-0.175, -0.271, -0.011], [0.255, -0.110, -0.051], [-0.048, 0.026, 0.022], [0.112, -0.066, 0.054], [0.007, -0.070, 0.012], [0.127, -0.020, -0.060], [-0.042, 0.088, 0.006], [0.143, -0.131, -0.250], [-0.031, 0.003, 0.161], [0.240, -0.217, 0.182], [0.053, 0.043, -0.043], [-0.041, 0.008, -0.050], [-0.500, 0.238, -0.719], [-0.146, -0.048, 0.358], [0.079, 0.089, 0.217], [-0.022, 0.061, 0.059], [0.005, 0.010, -0.123], [0.981, -0.422, 1.103], [-0.105, 0.185, -0.216], [-0.007, 0.030, 0.042]], "mulliken_charge": [0.298, 0.293, 0.453, -1.459, -0.614, 0.408, 0.464, 0.398, -0.776, 0.450, -0.285, 0.392, -0.683, 0.421, -0.707, 0.562, -0.866, -0.090, -0.235, 0.417, 0.706, 0.699, 0.002, -0.163, 0.345, 0.407, 0.305, -0.254, -0.619, 0.285, 0.302, -0.679, 0.371, 0.486, 0.230, 0.234, 0.366, 0.176, 0.345, 0.127, 0.503, -0.668, -0.723, -0.686, -0.809, -0.504, 0.459, -0.541, 0.269, -0.445, -0.643, 0.408, -0.270, -0.584, -1.181, 0.356, 1.276, 0.593, 0.377, 1.043, -1.088, -0.415, 0.360, 0.466, -0.605, 0.060, 0.480], "homo_lumo_gap_ha": 0.266, "fmax_ha_per_bohr": 0.0299, "total_charge": 0, "e_above_lowest_kj_mol": 402.33, "energy_ha": -1734.290546, "homo_ev": -7.73, "molar_mass_g_mol": 515.57, "e_lumo_ev": -0.48, "smiles": "O=C(Nc1ccc(N2CCN(C(=O)c3ccccc3)CC2)cc1)c1cc([N+](=O)[O-])ccc1N1CCOCC1"}

***

{"formula": "C6H9BN2O2S", "method": "ωB97M-V with the def2-TZVPD basis set", "species": ["C", "B", "H", "H", "O", "H", "H", "S", "C", "H", "N", "N", "H", "H", "C", "C", "H", "H", "C", "O", "C"], "xyz": [[0.0416, -0.4136, -0.6792], [-0.6148, 0.1954, -2.0241], [-0.3762, -3.5197, -0.9179], [0.8240, 3.6551, 2.3833], [-0.6188, 1.5825, -2.0277], [-1.1891, -0.6391, -3.9194], [0.3798, -2.3906, -2.2023], [-0.0494, 2.2601, 0.5186], [0.5549, -1.1256, 2.0063], [0.7083, -1.4842, 3.0495], [0.6120, -1.9707, 1.0619], [0.3443, 0.1830, 2.0385], [-0.8791, 3.6347, 2.2720], [-0.6143, 2.1265, -2.8128], [0.3107, -1.6882, -0.2109], [0.0495, 3.0594, 2.1384], [1.4552, -3.3779, -1.0276], [0.1727, 2.2088, 2.8717], [0.1573, 0.6573, 0.8727], [-1.0297, -0.7418, -2.9090], [0.4775, -2.8213, -1.1599]], "forces_ev_per_angstrom": [[-0.598, 1.731, 4.254], [1.346, 0.319, 1.556], [0.946, 0.360, -0.613], [2.947, 2.168, -0.195], [0.001, -0.999, -0.411], [0.359, 0.300, 2.974], [0.119, -1.055, 1.145], [0.208, 2.514, -0.072], [0.468, -1.435, 3.163], [0.060, -0.325, -0.845], [0.060, -1.551, 0.557], [0.026, 0.739, -0.333], [0.255, -0.449, 0.184], [-0.311, -0.181, -0.386], [0.747, 2.054, -1.914], [-2.813, -3.013, 0.741], [-1.154, 0.776, -0.006], [-0.774, 0.914, -0.590], [-0.783, -2.131, -4.986], [-0.547, -0.070, -3.239], [-0.562, -0.666, -0.985]], "mulliken_charge": [-0.110, 0.615, 0.235, 0.363, -0.496, 0.292, 0.257, -0.004, -0.105, 0.376, -0.526, -0.465, 0.266, 0.255, 0.455, -0.834, 0.311, 0.301, 0.351, -0.555, -0.982], "homo_lumo_gap_ha": 0.309, "fmax_ha_per_bohr": 0.1065, "total_charge": 0, "e_above_lowest_kj_mol": 200.04, "energy_ha": -917.072083, "homo_ev": -8.29, "molar_mass_g_mol": 184.03, "e_lumo_ev": 0.13, "smiles": "CSc1ncnc(C)c1B(O)O"}